Entry 1:
The following is a DFT calculation (ωB97M-V/def2-TZVPD) of a cluster of 2 separate species, C4H13NO2 in total in a non-equilibrium geometry.

```
! RIJCOSX wB97M-V def2-TZVPD def2/J DEFGRID3
* xyz 0 1
C -0.67244 -1.63250 -1.69475
N 0.15002 -1.04606 -0.52511
C -1.63810 0.20943 0.75527
C -0.28776 0.14996 0.10301
C -0.01767 1.25176 -0.96213
O 0.87922 2.16373 -0.26771
H -0.41027 -2.70252 -1.66353
H -0.41209 -1.48145 -2.72405
H -1.72620 -1.28827 -1.66243
H 0.54671 -1.80561 0.09161
H -2.27141 1.01267 0.35857
H -1.50548 0.63628 1.76235
H -2.40423 -0.61175 0.97502
H 0.55988 0.40497 0.72745
H 0.36879 0.86268 -1.89864
H -0.91772 1.84700 -1.24051
H 1.76118 1.68500 -0.38247
H 2.01616 0.46311 2.41078
H 3.40265 0.11952 3.10708
O 2.57876 -0.23795 2.73021
*
```

Computed properties:
HOMO energy: -8.41 eV
SMILES: CN[C@H](C)CO.O
E_tot: -365.34744 hartree
Kohn-Sham gap: 9.164 eV
LUMO: 0.757 eV
Energy relative to the best compared isomer or geometry (same formula, charge and spin): 59.6 kcal/mol

Entry 2:
The following is a DFT calculation (ωB97M-V/def2-TZVPD) of a cluster of 2 separate species, C10H17FO9S in total in a non-equilibrium geometry.

```
! RIJCOSX wB97M-V def2-TZVPD def2/J DEFGRID3
* xyz 0 1
O 5.90801 -2.43721 2.72656
C 5.77973 -1.21376 2.20642
O 6.74420 -0.28383 1.59649
C 5.88416 0.92066 1.34617
F 6.38549 1.89816 0.35256
C 4.29767 0.40475 1.22069
C 3.94990 0.10436 -0.35066
C 2.52257 -0.64464 -0.62892
C 1.53943 -0.80139 0.67060
C 0.90484 0.64945 1.20693
S -0.97098 0.69544 1.03948
O -1.47793 2.13701 1.30259
O -1.70390 -0.23033 2.06978
O -1.38358 0.09185 -0.52757
O 4.40080 -0.70011 2.18858
H 5.98242 1.45546 2.40846
H 3.68256 1.36547 1.48124
H 4.80178 -0.53593 -0.88580
H 3.94443 1.14149 -0.94086
H 1.96685 -0.07234 -1.51638
H 2.74405 -1.73669 -1.05517
H 1.98542 -1.45051 1.55321
H 0.58556 -1.41200 0.29296
H 1.17400 0.72845 2.34919
H 1.46314 1.51954 0.65614
H -1.46374 -0.91492 -0.37897
C -4.60288 0.77140 0.12856
O -4.59317 0.06206 -1.10877
C -5.81113 -0.05356 -1.69564
O -6.86268 0.38666 -1.25803
O -5.65645 -0.74366 -2.85370
C -6.86517 -0.94291 -3.58398
H -3.57778 0.80318 0.50797
H -4.94751 1.80002 -0.01880
H -5.22661 0.25443 0.86496
H -7.30030 0.01714 -3.87983
H -7.57944 -1.52836 -2.99605
H -6.62374 -1.50483 -4.49038
*
```

Computed properties:
HOMO energy: -10.83 eV
SMILES: O=C1O[C@@H](F)[C@@H](CCCCS(=O)(=O)O)O1.COC(=O)OC
E_tot: -1566.22554 hartree
Kohn-Sham gap: 10.653 eV
LUMO: -0.177 eV

Entry 3:
The following is a DFT calculation (ωB97M-V/def2-TZVPD) of a cluster of 2 separate species, C13H24N2O5PS in total in a non-equilibrium geometry.

```
! RIJCOSX wB97M-V def2-TZVPD def2/J DEFGRID3
* xyz 1 1
N 1.55550 4.91669 1.14530
C 0.61558 4.08128 0.42741
C -0.67596 4.79901 0.03394
O -1.25929 5.51551 1.10541
C -1.72597 3.89008 -0.63897
N -1.67073 2.46786 -0.22800
C -0.91647 1.63106 -0.95961
C -0.77292 0.29742 -0.62655
C -1.44011 -0.18212 0.49011
C -1.30614 -1.63755 0.83505
O -2.02950 -2.45825 0.40356
O -0.29351 -1.91944 1.66150
C -2.23405 0.68036 1.23051
C -2.34526 2.00798 0.85684
P -3.47510 3.05122 1.92187
S -4.77381 1.98461 2.86719
H 1.46202 5.90013 0.94109
H 1.56155 4.75573 2.13848
H 1.08753 3.73865 -0.49498
H 0.37556 3.21972 1.05246
H -0.42388 5.53947 -0.72191
H -0.97244 5.11438 1.93455
H -1.57845 3.90807 -1.71141
H -2.71036 4.28067 -0.43129
H -0.41258 2.02584 -1.82460
H -0.17161 -0.35443 -1.23748
H 0.25294 -1.13174 1.78519
H -2.80519 0.34171 2.08351
H -4.07397 3.99011 1.07438
H -2.57829 3.73007 2.76213
C 4.01741 -4.90712 -0.73785
O 2.87704 -4.92798 0.10572
C 2.08001 -3.76442 0.01829
C 0.86848 -3.97405 -0.86504
O 1.21945 -4.20076 -2.21705
C 1.19715 -5.57236 -2.58753
H 4.40842 -5.92120 -0.78602
H 3.76727 -4.57784 -1.74869
H 4.78921 -4.25069 -0.32238
H 2.67711 -2.91662 -0.34038
H 1.73462 -3.53340 1.03018
H 0.25832 -3.06571 -0.84463
H 0.25540 -4.79333 -0.47978
H 0.16671 -5.91517 -2.72250
H 1.69278 -6.19858 -1.84380
H 1.72552 -5.66491 -3.53423
*
```

Computed properties:
HOMO energy: -11.15 eV
E_tot: -1734.69284 hartree
Kohn-Sham gap: 6.028 eV
LUMO: -5.123 eV

Entry 4:
The following is a DFT calculation (ωB97M-V/def2-TZVPD) of a structure of composition C21H37BrNNbO19P in a non-equilibrium geometry.

```
! RIJCOSX wB97M-V def2-TZVPD def2/J DEFGRID3
* xyz -1 1
C 3.10826 -5.05407 -2.34446
C 2.91714 -4.04702 -1.20392
Nb 1.67327 -2.26802 -1.82024
N 2.06541 -2.28857 -3.84962
Br 3.74146 -0.61146 -1.43167
P -0.39447 -3.72422 -1.96065
C -1.69678 -2.97147 -2.96397
O -1.18178 -3.84742 -0.51203
H 2.78286 -6.04896 -2.04694
H 2.55014 -4.80573 -3.24861
H 4.15496 -5.13229 -2.63756
H 2.40649 -4.53903 -0.37608
H 3.86557 -3.70726 -0.79215
H 0.59405 -0.76852 -1.97588
H 1.30846 -2.01309 -0.04167
H 2.11699 -1.35177 -4.24707
H 2.99158 -2.69276 -3.98351
H -1.44367 -3.19011 -3.99924
H -1.76085 -1.89534 -2.84875
H -2.64951 -3.44361 -2.73224
H -0.61387 -4.35797 0.07382
C 2.29771 -3.73875 4.50426
C 2.35414 -2.57547 3.52283
O 2.23051 -3.24554 2.26569
C 1.59246 -4.40936 2.45403
O 1.13109 -5.10851 1.60734
O 1.50825 -4.69119 3.78364
H 1.81310 -3.50364 5.44674
H 3.28249 -4.17006 4.69194
H 1.51710 -1.88656 3.63518
H 3.28692 -2.02104 3.54217
C -2.87487 -0.20117 -0.88791
C -2.72652 -1.24841 0.20514
O -3.09101 -0.48845 1.38052
C -3.84724 0.54910 1.01114
O -4.41725 1.27406 1.77702
O -3.87477 0.68192 -0.32333
H -3.22793 -0.59198 -1.83470
H -1.95743 0.36404 -1.04539
H -3.42769 -2.07460 0.09592
H -1.72370 -1.64026 0.30469
C 2.49692 3.59377 -1.44059
C 2.77539 2.59729 -0.32656
O 2.17996 3.26883 0.81105
C 1.24819 4.11820 0.37028
O 0.46177 4.69017 1.06846
O 1.30501 4.24979 -0.96792
H 2.30758 3.12940 -2.40223
H 3.28002 4.34676 -1.53956
H 2.27408 1.64519 -0.48351
H 3.82563 2.41090 -0.13696
C -3.38833 2.55292 5.76360
C -2.77376 2.41252 4.37658
O -1.58121 1.65871 4.66774
C -1.76104 0.97588 5.81185
O -1.03018 0.13821 6.23598
O -2.89920 1.38049 6.42874
H -4.47356 2.54647 5.76564
H -3.02363 3.42937 6.30139
H -3.40612 1.84776 3.69449
H -2.50097 3.35801 3.91840
C 0.56113 -1.47338 -8.53712
C -0.87436 -1.89872 -8.24768
O -0.93027 -1.80981 -6.82622
C 0.02745 -0.94302 -6.39474
O 0.13821 -0.55058 -5.28755
O 0.84437 -0.61348 -7.43459
H 0.68230 -0.92515 -9.46663
H 1.25396 -2.31542 -8.51288
H -1.60300 -1.20709 -8.67424
H -1.10853 -2.91259 -8.55759
C -0.75599 6.99374 2.96220
C -0.51642 5.96916 4.05936
O -1.14897 6.59580 5.19118
C -2.07554 7.47075 4.74387
O -2.87556 8.02183 5.43150
O -1.96779 7.62827 3.40762
H -0.89569 6.54804 1.98445
H 0.03060 7.74724 2.91569
H -1.01293 5.02210 3.85422
H 0.52942 5.78613 4.27784
*
```

Computed properties:
HOMO energy: -4.21 eV
E_tot: -5279.11063 hartree
Kohn-Sham gap: 6.316 eV
LUMO: 2.102 eV

Q: Number 4 is which compound?
A: C21H37BrNNbO19P

Q: Among the records above, which one has the lowest E_tot?
A: C21H37BrNNbO19P